# 1
{
  "formula": "C40H110N10O10",
  "method": "wB97M-V/def2-TZVPD",
  "elements": ["H", "H", "O", "C", "H", "H", "C", "C", "N", "O", "C", "C", "O", "H", "H", "H", "H", "C", "H", "C", "H", "H", "N", "H", "H", "H", "H", "H", "C", "H", "H", "H", "O", "C", "H", "H", "H", "H", "H", "H", "C", "N", "H", "C", "O", "H", "O", "C", "H", "H", "C", "H", "H", "H", "C", "O", "H", "H", "H", "H", "H", "H", "H", "H", "H", "H", "H", "H", "H", "H", "H", "H", "C", "N", "H", "H", "C", "C", "H", "H", "C", "H", "C", "H", "H", "H", "N", "N", "H", "C", "H", "O", "H", "H", "C", "C", "H", "H", "C", "H", "H", "H", "C", "C", "C", "N", "C", "H", "H", "H", "C", "C", "H", "H", "H", "H", "H", "H", "C", "H", "C", "N", "C", "H", "C", "H", "H", "H", "H", "H", "H", "H", "C", "H", "C", "N", "C", "H", "H", "H", "O", "H", "H", "H", "H", "H", "H", "H", "H", "H", "H", "C", "H", "H", "H", "H", "C", "H", "H", "N", "H", "H", "C", "H", "H", "C", "O", "H", "H", "H"],
  "xyz": [[-7.81, -4.21, 1.06], [-0.58, 1.47, 4.12], [-0.03, -7.01, 3.50], [-2.74, 3.25, -7.27], [0.03, 3.66, 3.76], [9.65, -1.95, 0.14], [-1.36, -0.01, -0.79], [-9.85, 3.56, -1.68], [-0.68, -9.11, 6.52], [3.48, -6.61, -6.16], [10.10, -2.49, 5.19], [-14.68, 2.96, -0.61], [2.56, 3.39, 4.71], [-6.21, -4.87, 1.46], [-9.02, 4.20, -1.38], [4.83, -1.51, 6.99], [-3.05, -8.33, 5.86], [-1.14, 3.94, 5.53], [1.05, -8.44, 4.49], [10.37, 0.69, -1.03], [10.20, 2.87, -0.71], [10.15, -3.36, -0.69], [-2.71, 5.30, -8.52], [-1.07, 5.03, 5.50], [8.84, 2.25, -1.51], [5.20, -5.58, -6.43], [-1.00, 7.63, -1.69], [-1.37, 8.88, 0.37], [-0.92, -8.60, 5.18], [-2.04, 3.67, 4.98], [0.46, 6.72, -2.02], [0.47, -8.63, 2.28], [8.89, -3.06, 5.69], [-1.44, 3.33, -9.52], [1.25, -0.70, 0.15], [0.23, -5.55, -8.40], [0.59, 2.92, -7.75], [-7.27, -2.40, 5.88], [-0.16, -7.16, 1.41], [0.16, -9.65, 6.40], [9.79, -2.34, -0.87], [0.03, 1.90, 4.80], [12.26, 1.18, -1.38], [2.71, 3.96, 3.44], [0.33, 7.71, -0.18], [0.49, 8.52, -2.12], [10.62, -1.64, -1.75], [1.88, 10.14, -0.01], [-14.45, 1.89, -0.66], [8.30, -1.08, 5.96], [-1.91, 4.14, -8.21], [-2.04, -2.09, 0.72], [2.36, 11.10, -0.22], [1.05, -7.71, -5.69], [-6.53, -1.86, 5.29], [-6.74, -3.44, 2.65], [0.82, -4.11, -7.79], [-1.16, -9.42, 4.50], [0.92, 1.72, 4.35], [-12.65, 3.38, -2.24], [6.46, -3.15, 4.13], [10.38, 2.42, -2.39], [2.77, -6.77, -8.05], [-1.27, -8.20, 2.20], [10.60, -3.26, 4.60], [-0.99, 0.48, -1.69], [9.17, -0.23, -2.49], [6.42, -3.31, 6.73], [3.75, 3.73, 3.21], [-2.59, -7.58, 4.32], [0.61, -7.04, 5.46], [-8.49, -3.23, 3.76], [-7.83, -2.63, 3.14], [5.83, -1.40, 6.95], [3.06, -1.55, -2.16], [-9.03, -1.14, 4.73], [-12.39, 3.36, -1.18], [0.63, 2.47, -8.74], [2.70, -0.23, -3.27], [-2.17, 2.34, -7.05], [-2.25, -7.80, 5.33], [5.04, -2.48, 4.70], [0.24, -7.74, 4.71], [5.44, -7.17, -5.70], [-7.77, -5.29, 2.41], [-9.55, 2.55, -1.44], [0.07, 11.31, 0.91], [-10.84, 4.31, 0.44], [-7.96, 0.06, 5.05], [0.39, 10.23, 0.04], [-11.25, 5.21, -1.30], [-0.70, 2.12, -9.15], [9.70, 0.43, -0.21], [3.11, 0.06, -1.56], [-0.66, -1.38, -0.61], [2.73, -6.04, -7.25], [6.28, -1.38, 4.22], [8.41, -2.03, 7.32], [-0.26, -7.82, 2.27], [-2.32, 3.01, -10.09], [-2.12, -6.86, 5.87], [1.37, -2.25, -0.64], [-7.17, -4.56, 1.87], [8.07, -2.09, 6.28], [-11.09, 4.19, -0.95], [0.44, -5.02, -7.57], [6.11, -2.32, 4.74], [-15.44, 3.19, 0.14], [-0.45, -8.36, 7.16], [2.61, 5.03, 3.58], [10.22, -0.34, -2.20], [0.01, 3.35, 4.81], [-0.98, -2.00, -1.45], [1.47, 3.25, 6.47], [5.10, -7.11, -7.43], [-11.65, 3.89, 0.86], [-0.42, -6.90, -5.88], [-0.23, 8.52, 1.55], [-7.19, -1.43, 3.97], [-8.43, -2.25, 2.31], [2.56, -0.59, -2.25], [-1.08, -1.78, 0.69], [9.92, 2.12, -1.44], [-0.88, 4.01, -10.16], [6.58, -2.37, 6.20], [-0.56, -2.62, 0.91], [-10.24, 3.58, 0.78], [-2.19, 6.01, -9.02], [10.04, -1.69, 4.45], [1.46, 4.81, 5.74], [12.01, -0.19, -0.59], [1.16, 3.20, -9.36], [1.37, 3.75, 5.50], [0.08, 10.95, 1.86], [4.89, -6.62, -6.47], [-8.27, -0.60, 4.34], [0.09, 7.65, -1.59], [3.19, -5.14, -7.66], [-1.20, 0.61, 0.09], [-0.98, 4.39, -7.71], [1.17, -0.66, -1.89], [-3.45, 4.91, -9.08], [-15.14, 3.22, -1.56], [-9.91, 3.66, -2.77], [-5.77, -2.62, 5.16], [2.33, 9.78, 0.91], [-12.15, 2.32, -0.94], [-3.18, 3.75, -6.41], [-0.91, 11.55, 0.82], [0.27, -7.69, -7.28], [-6.23, -0.97, 5.86], [1.30, -5.75, -6.71], [1.21, 1.54, -8.71], [-1.26, 3.57, 6.55], [-0.01, 10.64, -0.89], [10.78, -0.07, -3.09], [0.52, -7.08, -6.41], [8.86, -2.52, -1.42], [2.18, 9.58, -0.90], [11.75, 0.78, -0.61], [5.93, -0.50, 6.50], [-2.45, -0.07, -0.79], [-0.28, 8.84, 0.51], [-6.49, -0.90, 3.33], [1.34, -5.19, -5.77], [0.86, -1.28, -0.69], [-13.53, 3.78, -0.38], [1.95, 3.58, 2.75], [10.77, -2.18, 5.98], [-3.65, 2.87, -7.72]],
  "gap_ev": 9.364,
  "total_charge": 0,
  "molar_mass_g_mol": 891.38,
  "lumo_ev": 0.269,
  "smiles": "COC[C@H](C)N.COC[C@H](C)N.COC[C@H](C)N.COC[C@H](C)N.COC[C@H](C)N.COC[C@H](C)N.COC[C@H](C)N.COC[C@H](C)N.COC[C@H](C)N.COC[C@H](C)N"
}

# 2
{
  "formula": "C2H5NS2",
  "method": "wB97M-V/def2-TZVPD",
  "elements": ["H", "H", "H", "H", "N", "C", "S", "H", "C", "S"],
  "xyz": [[-1.76, -1.38, 0.24], [-1.95, 0.45, 0.19], [3.98, 1.57, 0.03], [0.80, -0.05, -1.51], [3.13, 1.24, -0.41], [1.01, -0.30, -0.49], [1.92, -1.67, 0.02], [-1.23, -0.35, 1.68], [-1.59, -0.42, 0.68], [2.18, 0.51, 0.54]],
  "gap_ev": [7.751, 7.901],
  "total_charge": 0,
  "molar_mass_g_mol": 107.20,
  "lumo_ev": [-0.312, -0.546]
}

- Number 2 is which compound?
  C2H5NS2